(1)
{
  "formula": "C29H45BrN10O9",
  "method": "ωB97M-V/def2-TZVPD",
  "elements": ["O", "O", "H", "H", "H", "Br", "H", "C", "H", "H", "N", "H", "H", "H", "H", "H", "H", "C", "H", "N", "C", "N", "H", "C", "H", "C", "C", "H", "H", "C", "H", "C", "H", "O", "C", "O", "H", "O", "C", "C", "C", "N", "C", "H", "O", "N", "N", "H", "H", "H", "H", "C", "H", "N", "H", "N", "O", "H", "H", "C", "C", "N", "H", "C", "H", "H", "H", "C", "H", "H", "C", "O", "H", "H", "H", "C", "C", "C", "C", "H", "H", "H", "C", "C", "H", "C", "O", "H", "C", "H", "N", "H", "C", "C"],
  "positions_angstrom": [[-1.0603, 2.9862, 0.6464], [0.9009, -3.2845, 7.4712], [-6.4093, -2.8847, 4.7197], [-5.5887, -5.5780, -2.6000], [5.4260, 4.1665, -1.5177], [-1.4958, 1.0625, 7.6439], [5.8463, -1.0702, -3.8166], [-4.3366, -3.0096, -0.7505], [3.2026, 5.4511, -5.4765], [1.3161, -1.7469, -1.9163], [-4.4749, -1.4468, 2.5991], [-2.3256, -1.7884, 1.1700], [4.7058, 4.1227, -3.0865], [1.7046, 1.7680, -2.0089], [0.1497, -3.5281, 6.9119], [0.4156, 0.6220, -1.7041], [0.4358, 3.8363, -0.4321], [5.7152, 5.8485, -2.7351], [2.6369, -2.2089, -0.8423], [3.1281, 4.5887, -4.9716], [1.4901, -1.4794, 1.4465], [5.2775, -1.2051, -4.6309], [-4.5173, -0.9486, 1.7305], [-0.6658, -1.5657, 2.5366], [-4.6895, -2.7114, 4.7757], [0.9224, -1.5572, 0.1984], [-4.9781, -4.7335, -2.3203], [3.6130, -1.6604, -6.4927], [-0.6186, -1.1938, -1.9392], [0.6106, -1.4069, 4.8823], [3.0240, -0.0781, -2.0387], [4.0288, -1.7295, -4.4401], [-3.4671, 3.2479, -0.4431], [3.6083, -2.0235, -3.3348], [-1.2558, -1.6926, 1.2624], [-2.5136, -1.5474, -1.2680], [-2.4991, 1.8499, 1.5252], [5.4890, 6.3641, -3.8180], [2.1575, 4.3191, -4.0569], [-3.1036, 2.2260, -0.4897], [1.8407, -1.4913, -1.0066], [-1.4408, -1.5242, 3.6567], [-1.6957, -1.3634, 6.0219], [-2.5605, -1.9967, 5.8455], [-3.0300, 0.5150, 5.4364], [3.2868, -1.8975, -5.5759], [6.4520, 6.4773, -1.7690], [6.6495, 6.0759, -0.8728], [-1.2083, -1.6758, 6.9334], [-3.9417, 1.5640, -0.2707], [-3.5788, -1.5888, 3.0399], [-2.0259, 1.9615, 0.5520], [2.2300, -0.7658, 6.0523], [5.2520, 4.6078, -2.3999], [-2.7871, 1.9659, -1.4956], [-5.5595, -2.5492, 4.3080], [1.8067, -2.6533, 6.5694], [2.3661, -2.2790, -5.4691], [1.8986, 2.2948, 0.3385], [-1.1281, -1.8532, -1.2458], [-5.1544, -4.0771, -1.1076], [1.2384, 5.3060, -3.8579], [3.8148, 3.8764, -5.1297], [1.3345, -1.3582, 6.2157], [3.0326, 0.1074, -0.2464], [-3.8250, -4.7850, -4.1605], [-5.9296, -4.3827, -0.4202], [-0.0522, 2.8696, -0.3384], [2.5635, -1.3890, 1.5343], [5.6438, -0.9554, -5.5291], [-2.2452, 0.0373, 6.1424], [-6.7305, -1.6963, 2.5626], [0.6671, 1.1382, 0.7719], [6.8052, 7.3903, -1.9842], [-2.3838, -2.8736, -3.4925], [-0.5036, -1.6974, 0.1173], [0.7314, -1.4897, 2.6345], [-5.6606, -1.8804, 3.1162], [1.0046, 1.7919, -0.0299], [-4.4723, -2.4966, 0.1846], [0.7435, -0.9055, 7.0031], [-0.9436, -2.8777, -1.5709], [-3.3373, -2.6056, -1.6257], [-3.1746, -3.2424, -2.8556], [1.2550, 6.1833, -4.3415], [-3.9911, -4.3103, -3.2063], [2.1231, 3.2584, -3.4461], [0.5156, 5.1317, -3.1846], [1.3517, 1.0165, -1.3069], [-1.5484, 1.0040, 0.3268], [1.3808, -1.4194, 3.8267], [-0.5050, 2.6307, -1.3052], [-0.8075, -1.4410, 4.7991], [2.4278, -0.0631, -1.1336]],
  "forces_ev_per_angstrom": [[0.1, 0.2, 0.2], [-0.2, 0.3, 0.1], [0.0, 0.0, 0.0], [-0.2, 0.0, 0.1], [0.0, 0.0, 0.0], [0.1, 0.0, 0.0], [0.0, 0.0, 0.0], [0.1, -0.1, -0.5], [0.1, 0.1, 0.2], [0.1, -0.2, -0.2], [0.0, -0.1, 0.0], [-0.1, 0.0, 0.1], [-0.1, 0.0, 0.1], [-0.1, -0.2, -0.2], [0.1, -0.2, -0.2], [0.0, -0.2, -0.2], [-0.1, 0.2, 0.0], [0.0, 0.0, 0.1], [0.2, -0.1, -0.2], [-0.1, -0.1, -0.2], [0.0, 0.0, -0.4], [0.0, 0.0, 0.0], [0.0, 0.2, 0.0], [-0.4, 0.0, 0.2], [0.0, 0.0, 0.0], [-0.1, -0.3, 0.4], [0.2, 0.0, -0.2], [0.0, 0.0, 0.0], [0.0, 0.1, -0.2], [0.2, 0.2, 0.7], [0.5, 0.0, 0.1], [0.0, 0.0, -0.1], [0.1, 0.1, 0.0], [0.0, -0.1, -0.1], [-0.1, 0.0, -0.5], [-0.2, -0.4, 0.2], [0.1, 0.2, 0.2], [0.0, 0.0, 0.0], [0.0, 0.1, 0.0], [-0.1, -0.4, 0.2], [-0.3, 0.6, 0.8], [0.3, -0.2, -0.3], [0.0, -0.1, 0.0], [-0.1, -0.1, 0.0], [-1.2, 0.8, -1.0], [0.0, 0.0, 0.0], [0.0, 0.0, 0.0], [0.0, 0.0, 0.0], [0.1, 0.0, 0.1], [-0.1, 0.0, 0.0], [0.0, 0.1, 0.1], [-0.2, -0.2, -0.2], [0.1, 0.0, 0.1], [0.1, 0.0, -0.1], [0.1, 0.2, -0.2], [-0.1, -0.1, 0.1], [0.1, -0.1, 0.1], [0.0, 0.0, 0.0], [0.2, -0.1, 0.1], [0.1, 0.1, 0.2], [0.1, 0.1, -0.1], [-0.1, 0.0, 0.0], [0.0, 0.0, -0.1], [0.1, 0.0, -0.6], [0.3, 0.3, -0.1], [-0.1, -0.2, -0.1], [-0.1, -0.1, 0.0], [0.1, -0.4, 0.0], [0.1, 0.0, 0.1], [0.0, 0.0, 0.0], [0.9, -0.6, 0.9], [0.0, 0.0, 0.0], [-0.2, -0.1, 0.0], [0.0, 0.0, 0.0], [0.0, -0.1, -0.3], [0.3, 0.3, 0.3], [0.7, 0.0, -0.4], [0.1, 0.1, -0.1], [-0.1, 0.2, -0.2], [0.0, 0.0, 0.2], [0.0, -0.1, 0.3], [-0.1, -0.1, -0.2], [-0.1, -0.1, 0.0], [0.1, 0.2, 0.4], [0.0, 0.0, 0.0], [0.2, 0.4, 0.4], [0.1, 0.1, -0.1], [0.0, 0.0, 0.0], [0.3, 0.5, 0.7], [0.1, -0.1, 0.0], [-0.7, 0.0, -0.2], [-0.1, 0.1, -0.1], [-0.3, -0.1, -0.2], [-0.8, -0.7, -0.5]],
  "energy_ev": -134175.09032,
  "charge": 0,
  "smiles": "CCOCCCCCc1cc2nc(COO)c(CC(=O)Br)nc2cc1COc1ccccc1.NC(N)=O.NC(N)=O.NC(N)=O.NC(N)=O",
  "lumo_ev": -0.67,
  "gap_ev": 8.22
}

=====

(2)
{
  "formula": "C38H40N2OPPtSi",
  "method": "ωB97M-V/def2-TZVPD",
  "elements": ["C", "H", "H", "C", "C", "H", "H", "C", "H", "H", "C", "H", "H", "C", "C", "C", "C", "C", "C", "H", "C", "C", "C", "H", "C", "H", "H", "H", "H", "H", "C", "H", "H", "H", "H", "H", "C", "C", "Si", "H", "H", "C", "P", "C", "C", "N", "C", "C", "N", "Pt", "H", "C", "H", "C", "C", "C", "H", "H", "C", "H", "H", "C", "C", "H", "H", "H", "C", "C", "H", "H", "H", "H", "H", "C", "H", "C", "H", "C", "C", "O", "H", "C", "C", "H"],
  "positions_angstrom": [[-2.7517, 0.0683, 4.3597], [0.7377, -1.3739, -2.3723], [-5.4387, -3.4877, -2.9894], [-4.3502, -2.4907, 0.0526], [0.8916, -4.5215, 2.6377], [-0.4304, 2.5980, 0.4232], [-2.5421, 3.7283, 1.4766], [-3.3442, -2.3083, 3.0660], [0.3469, -6.2562, -0.2102], [-0.1559, 2.7848, -1.3232], [-1.2295, -2.0456, -6.3906], [-4.5492, 2.4307, 0.8368], [-6.2600, -3.0599, -0.7011], [0.7835, 4.0774, -5.1804], [-1.7835, 3.9702, -0.5289], [2.1486, 3.8630, -5.2770], [0.5070, -0.3670, -2.0303], [-0.0236, 3.1294, -4.5772], [-0.6564, -1.3456, -5.3447], [-4.2138, 2.7061, -0.8729], [-4.0361, -1.9483, 4.2072], [0.2676, -5.4670, 0.5218], [-3.2853, -0.8716, -6.0410], [3.7628, 2.5117, -4.8763], [-3.7524, 2.5867, 0.1085], [-4.3120, -0.6736, -6.3159], [0.3486, 4.9807, -5.5835], [-2.8604, 0.6194, -2.2832], [-3.5702, 4.7106, 0.4359], [-3.5362, -3.2600, 2.5886], [-4.7589, -3.1470, -2.2251], [-1.1520, 4.8153, -0.2543], [1.4577, -4.5776, 3.5549], [0.3780, -1.5283, -5.0867], [-2.1819, 4.1673, -1.5257], [-3.0571, -3.0643, -3.5376], [0.9995, -5.5341, 1.6967], [-2.8362, 1.3609, 0.1049], [-0.5515, 0.6028, -3.2567], [-4.7352, -2.2754, 1.0360], [-4.8006, -2.5991, 4.6006], [-0.8996, 0.5362, 2.8468], [-1.6644, -1.8789, 0.9141], [1.8868, 1.7482, -4.1897], [-2.5470, -1.8087, -6.7422], [-1.7079, 1.4935, -0.8132], [-0.9241, 2.6974, -0.5509], [0.0621, -3.4415, 2.4030], [0.0567, 0.0881, 2.1099], [-0.3191, -0.3038, -0.1116], [1.6496, -6.3754, 1.8789], [-1.3817, -0.3986, -4.6271], [-3.2900, 0.5691, -4.4797], [-2.9983, -2.3380, -0.2336], [-0.5659, -4.3904, 0.2781], [-2.5550, -2.5120, -1.5462], [1.4539, 0.1444, -1.8177], [-0.0236, -2.6502, 3.1357], [-2.3630, -1.4727, 2.5380], [-1.1390, -4.3450, -0.6370], [-0.8490, 1.5433, 3.2568], [-2.7035, -0.1726, -5.0010], [-2.0372, 1.3301, -2.2157], [-1.5212, -2.2916, -1.7828], [-3.4024, 0.4630, -0.1650], [-2.9924, -2.3400, -7.5684], [-2.0180, -0.2900, 3.2227], [2.7008, 2.6919, -4.7868], [1.8777, 0.4994, 1.7032], [-2.4371, 1.2318, 1.1181], [-1.0901, 3.3017, -4.5199], [-2.3708, 2.2803, -2.6367], [-0.6483, -2.7717, -6.9399], [0.5137, 1.9536, -4.0589], [2.3235, 0.8287, -3.8257], [-5.2199, -2.9082, -0.9417], [-2.4970, 0.9794, 4.8802], [-3.7550, -0.7439, 4.8404], [-0.6740, -3.3698, 1.2190], [1.0779, 1.0215, 1.8591], [2.7802, 4.6010, -5.7465], [-2.9351, 3.8246, 0.4615], [-3.4266, -2.9221, -2.5345], [-4.3001, -0.4568, 5.7259]],
  "forces_ev_per_angstrom": [[0.4, 0.1, -0.2], [0.0, -0.2, 0.1], [-0.1, 0.0, -0.1], [0.1, 0.0, 0.1], [0.1, -0.1, 0.0], [0.0, -0.1, -0.1], [0.0, 0.0, 0.1], [0.2, 0.0, 0.0], [0.0, -0.1, -0.1], [0.1, -0.1, 0.1], [0.1, -0.1, -0.1], [-0.1, -0.1, 0.0], [-0.1, 0.0, 0.0], [0.0, 0.1, -0.1], [0.0, -0.2, 0.1], [0.0, 0.0, 0.0], [-0.6, 0.3, -0.3], [-0.1, -0.1, 0.1], [0.1, 0.0, 0.1], [-0.1, 0.0, 0.0], [0.0, 0.1, 0.1], [0.1, -0.1, 0.0], [-0.2, 0.0, -0.2], [0.1, 0.0, 0.0], [0.2, -0.1, 0.2], [-0.1, 0.0, 0.0], [0.0, 0.1, 0.0], [0.0, -0.1, -0.1], [0.0, 0.0, 0.1], [-0.1, 0.0, 0.0], [0.0, 0.0, 0.0], [0.1, 0.0, -0.1], [0.0, 0.0, 0.1], [0.1, -0.1, 0.0], [0.0, 0.1, 0.0], [0.0, 0.0, -0.2], [0.0, 0.0, 0.0], [-0.8, 0.3, 0.2], [-0.1, 0.2, 0.2], [-0.1, -0.1, 0.1], [-0.1, -0.1, 0.1], [1.0, 0.7, -0.2], [-0.2, -0.2, -0.5], [-0.1, -0.1, 0.1], [-0.1, 0.0, 0.0], [0.8, -1.1, 0.9], [0.2, 0.8, 0.2], [-0.1, 0.1, -0.1], [0.3, 0.2, 0.2], [-0.1, -0.2, -0.4], [0.1, -0.1, 0.0], [0.3, 0.1, 0.4], [-0.1, 0.1, 0.1], [0.2, 0.1, 0.1], [-0.1, 0.1, 0.0], [0.1, 0.1, 0.1], [0.1, 0.0, -0.2], [0.0, 0.0, 0.1], [0.0, 0.2, -0.1], [0.0, -0.1, 0.0], [0.2, 0.0, 0.0], [0.0, 0.1, 0.2], [0.5, -0.2, -1.0], [0.0, -0.1, -0.1], [0.2, 0.0, 0.1], [-0.1, -0.1, -0.1], [-0.7, -0.7, -0.1], [0.1, 0.1, -0.1], [-0.2, -0.2, 0.0], [-0.1, 0.0, -0.2], [-0.1, 0.1, 0.0], [-0.2, 0.1, -0.1], [0.1, -0.1, 0.0], [-0.3, -0.4, 0.3], [0.1, -0.1, 0.1], [0.0, 0.0, 0.0], [0.0, 0.1, 0.1], [-0.1, -0.2, 0.0], [0.0, 0.1, 0.1], [-0.4, 0.4, 0.7], [0.1, 0.1, 0.0], [-0.2, 0.0, -0.3], [0.0, -0.1, 0.0], [-0.1, 0.0, 0.1]],
  "energy_ev": -65488.91696,
  "charge": 1,
  "spin_multiplicity": 3,
  "lumo_ev": [-3.19, -3.88],
  "gap_ev": [6.66, 7.20],
  "s_squared": 2.017
}

=====

(3)
{
  "formula": "C7H7FO",
  "method": "ωB97M-V/def2-TZVPD",
  "elements": ["H", "C", "C", "O", "C", "H", "F", "H", "H", "C", "C", "C", "H", "H", "H", "C"],
  "positions_angstrom": [[0.3909, 1.5793, 1.2823], [0.4143, 1.1612, 0.1921], [-0.6059, -1.2076, -0.0835], [-3.1281, 0.2816, 0.4232], [1.7888, -1.0118, 0.0227], [0.4412, 1.9806, -0.5436], [2.7284, 1.1431, 0.3095], [2.7598, -1.3146, 0.0316], [0.5351, -2.8139, 0.0536], [0.5814, -1.8042, 0.0104], [-2.2067, 0.9114, -0.0007], [1.6806, 0.3206, 0.1106], [-0.9431, 0.2911, -1.3748], [-2.1676, 1.9786, -0.0395], [-1.4218, -1.7937, -0.0856], [-0.8472, 0.2984, -0.3084]],
  "forces_ev_per_angstrom": [[-0.5, -0.7, -1.9], [-1.0, -0.6, 0.0], [1.4, 2.5, 0.4], [-0.9, 0.0, -0.3], [-1.5, 2.7, 0.1], [0.5, 0.1, 0.7], [0.6, -0.4, -0.2], [2.5, -1.6, 0.1], [0.5, -3.0, 0.2], [-0.8, 3.2, -0.4], [1.8, -1.7, 1.8], [-1.4, 0.5, 0.2], [0.7, 0.6, -1.3], [-0.5, 1.4, -0.4], [-2.9, -1.9, 0.0], [1.3, -1.0, 1.2]],
  "energy_ev": -12135.10320,
  "charge": 0,
  "e_above_lowest_kj_mol": 3.9,
  "smiles": "O=C[C@@H]1C=CC=C(F)C1",
  "lumo_ev": 0.71,
  "gap_ev": 9.26
}